1.
{
  "formula": "C64H112N16",
  "method": "ωB97M-V/def2-TZVPD",
  "relative_energy_kcal_mol": 133.9,
  "lumo_energy_ev": 0.34,
  "homo_lumo_gap_ev": 11.7,
  "e_homo_ev": -11.323,
  "energy_ev": -92019.6870,
  "species": ["C", "C", "C", "C", "C", "N", "C", "H", "H", "N", "H", "H", "H", "H", "C", "H", "C", "N", "C", "C", "C", "H", "C", "H", "H", "H", "H", "C", "N", "N", "H", "H", "H", "H", "C", "H", "H", "C", "H", "H", "C", "C", "H", "N", "H", "C", "H", "H", "C", "N", "H", "H", "H", "C", "H", "H", "H", "H", "C", "C", "C", "H", "H", "C", "N", "H", "N", "H", "H", "C", "N", "H", "H", "N", "H", "H", "H", "C", "H", "C", "H", "C", "H", "H", "C", "H", "H", "H", "H", "H", "C", "N", "H", "C", "C", "H", "H", "H", "H", "N", "H", "C", "H", "H", "H", "C", "H", "H", "H", "C", "C", "H", "H", "H", "C", "H", "H", "C", "H", "H", "C", "C", "C", "H", "H", "C", "H", "H", "H", "H", "H", "H", "C", "H", "C", "H", "H", "C", "C", "H", "N", "H", "C", "H", "H", "H", "H", "H", "C", "C", "C", "C", "C", "H", "H", "H", "H", "H", "N", "C", "C", "H", "H", "H", "H", "H", "H", "H", "C", "C", "H", "H", "H", "C", "H", "C", "C", "H", "C", "H", "H", "H", "H", "C", "H", "C", "N", "C", "C", "H", "H", "H"],
  "coordinates": [[13.13, 1.80, 19.76], [1.06, -15.95, 28.67], [11.28, -3.43, 30.01], [13.81, 4.62, 20.72], [16.95, -13.05, 23.34], [-4.09, -2.01, 24.36], [6.87, -18.39, 23.23], [9.24, -0.84, 28.65], [16.55, -3.73, 24.98], [6.73, -17.30, 23.59], [18.45, -13.44, 21.72], [-0.67, -14.74, 28.52], [-6.77, -8.32, 25.40], [6.74, -8.26, 22.75], [2.94, -3.75, 32.41], [10.10, -12.63, 33.53], [9.87, -12.84, 32.48], [12.38, 1.11, 20.29], [0.17, -4.81, 32.98], [18.07, -13.85, 22.66], [-0.97, -1.79, 18.45], [13.54, 3.23, 18.28], [5.84, 2.72, 23.11], [18.04, -3.52, 24.08], [1.45, -15.44, 27.79], [6.88, 2.51, 23.38], [11.76, -11.98, 31.73], [14.76, 3.69, 19.94], [3.41, -3.04, 33.20], [8.16, -10.91, 31.93], [17.46, -1.12, 23.63], [14.31, 5.46, 21.21], [15.46, 3.21, 20.62], [8.36, -8.19, 23.57], [0.98, -13.87, 19.95], [6.74, -9.32, 25.15], [-2.12, 2.07, 26.11], [7.43, -6.36, 23.41], [2.21, -4.23, 18.97], [4.20, 3.98, 23.50], [8.03, -5.15, 15.25], [7.92, -12.53, 14.53], [7.67, -19.66, 21.83], [11.69, -5.24, 28.15], [4.07, 1.47, 23.14], [16.93, -1.70, 24.38], [-1.69, -3.75, 18.51], [-4.66, -8.62, 26.63], [10.79, -5.79, 16.65], [-5.61, -12.42, 24.08], [1.08, -13.20, 29.50], [12.96, 4.96, 20.14], [0.65, -4.33, 33.83], [1.24, -5.58, 32.17], [1.76, -6.30, 32.81], [-0.90, -0.05, 27.02], [-1.17, -12.07, 20.49], [11.19, -3.88, 15.88], [9.13, -11.77, 14.12], [7.32, -7.86, 23.58], [10.52, -4.72, 15.67], [17.39, -1.36, 25.31], [6.12, -20.20, 22.41], [-2.13, 1.08, 25.66], [1.03, -14.96, 19.54], [7.58, -21.52, 25.61], [14.40, -15.35, 22.63], [0.48, -11.49, 18.02], [17.77, -14.86, 22.38], [4.97, 3.29, 25.32], [2.29, -14.60, 31.99], [7.89, -21.66, 23.27], [-0.83, -12.73, 18.22], [17.34, -2.86, 20.65], [15.17, -3.32, 22.95], [8.73, -3.85, 16.72], [9.88, -13.38, 16.10], [-6.58, -10.02, 24.10], [11.08, -4.05, 30.88], [16.99, -3.24, 24.11], [6.95, -19.85, 25.59], [5.15, 1.37, 23.15], [1.83, -11.99, 20.24], [-0.70, -15.76, 29.91], [15.63, -13.00, 22.60], [-0.26, -4.00, 32.40], [7.06, -4.74, 15.51], [16.20, -4.76, 22.91], [1.35, -2.91, 19.65], [-1.61, -2.25, 26.28], [-0.04, -15.14, 29.31], [-0.90, -0.73, 18.89], [9.08, -13.62, 17.61], [14.97, -14.34, 22.59], [8.91, -11.77, 32.17], [-3.13, 1.07, 25.22], [1.98, -16.12, 29.23], [0.82, -4.66, 19.83], [5.45, 0.78, 24.02], [4.77, 2.91, 26.40], [8.82, -20.35, 23.88], [1.53, -14.34, 31.17], [7.99, -13.50, 14.03], [-1.11, -1.27, 24.85], [0.33, -4.83, 17.41], [14.04, 2.67, 19.06], [-1.41, -3.06, 16.96], [7.67, -6.04, 22.39], [8.07, -6.07, 15.83], [9.08, -4.12, 15.73], [6.63, -8.27, 24.89], [5.89, 3.05, 22.08], [9.94, -1.99, 30.69], [7.14, -7.74, 25.69], [16.86, -3.24, 21.64], [9.14, -3.23, 29.76], [14.78, 2.12, 18.47], [-6.32, -9.31, 25.40], [11.01, -1.05, 28.71], [11.68, -13.74, 31.88], [-0.48, -11.73, 18.48], [8.92, -13.66, 16.53], [-6.06, -11.35, 24.09], [-1.46, 1.13, 24.80], [-6.92, -9.84, 26.14], [2.29, -4.64, 31.44], [1.88, -4.05, 30.62], [9.34, -13.79, 32.36], [10.83, -5.04, 14.68], [10.09, -2.04, 27.61], [18.93, -13.92, 23.33], [6.82, -13.36, 16.20], [-4.78, -9.28, 25.77], [-0.21, -10.64, 20.20], [0.88, -12.49, 20.46], [-4.48, -10.28, 26.06], [10.33, -13.91, 29.78], [-0.29, -11.70, 19.96], [-0.99, -3.13, 17.96], [10.33, -12.12, 29.77], [10.11, -11.17, 13.83], [5.58, 0.76, 22.35], [10.06, -1.57, 28.60], [15.96, -1.22, 24.36], [7.05, -12.01, 14.12], [8.08, -5.83, 24.10], [-0.20, -13.28, 30.54], [0.75, -6.17, 31.39], [1.20, -3.87, 19.17], [7.06, -19.75, 22.73], [11.13, -12.85, 31.57], [16.20, -3.67, 22.88], [11.50, -4.47, 28.98], [-7.64, -10.12, 23.87], [12.19, -2.86, 30.18], [-2.60, -0.29, 27.33], [15.39, 4.37, 19.36], [15.70, -12.80, 21.53], [10.96, -6.64, 17.41], [-3.15, -1.74, 24.94], [7.04, -20.77, 25.02], [6.03, -21.15, 24.86], [0.66, -16.93, 28.41], [8.17, -5.45, 14.21], [8.78, -14.71, 16.25], [11.77, -13.08, 29.48], [7.72, -11.94, 16.63], [3.02, -5.24, 30.88], [7.77, -12.86, 16.04], [-1.86, -1.41, 25.63], [6.43, -5.98, 23.60], [17.27, -12.02, 23.47], [13.36, 4.02, 21.51], [-1.88, -0.15, 26.54], [-4.21, -8.87, 24.94], [10.87, -13.01, 30.08], [10.01, -2.58, 29.78], [5.73, 4.74, 23.98], [5.17, 3.81, 23.97], [14.95, -12.31, 23.10], [0.92, -3.21, 17.17], [16.82, -13.54, 24.30], [-0.66, -5.42, 33.36], [0.39, -3.84, 17.87], [0.89, -12.61, 21.54], [7.79, -20.67, 23.71], [4.06, -7.77, 25.07], [5.18, -8.00, 25.02], [0.56, -13.94, 30.11], [8.98, -3.28, 15.04], [-6.01, -9.49, 23.34], [-1.24, -11.07, 18.05]],
  "lowdin_charge": [-0.240, -0.123, -0.192, -0.110, -0.261, 0.133, -0.236, 0.070, 0.103, 0.141, 0.070, 0.105, 0.105, 0.111, -0.239, 0.115, -0.183, 0.147, -0.112, -0.108, -0.254, 0.121, -0.275, 0.109, 0.076, 0.110, 0.110, -0.256, 0.136, 0.131, 0.064, 0.072, 0.108, 0.109, -0.224, 0.114, 0.068, -0.122, 0.066, 0.120, -0.123, -0.186, 0.116, 0.128, 0.081, -0.110, 0.120, 0.064, -0.232, 0.147, 0.113, 0.074, 0.064, -0.229, 0.104, 0.103, 0.115, 0.108, -0.215, -0.258, -0.186, 0.064, 0.121, -0.116, 0.137, 0.072, 0.130, 0.082, 0.070, -0.243, 0.134, 0.108, 0.074, 0.134, 0.123, 0.108, 0.072, -0.223, 0.112, -0.249, 0.075, -0.121, 0.120, 0.107, -0.192, 0.071, 0.068, 0.115, 0.073, 0.109, -0.250, 0.150, 0.079, -0.230, -0.239, 0.068, 0.069, 0.071, 0.072, 0.144, 0.111, -0.233, 0.113, 0.114, 0.107, -0.205, 0.116, 0.075, 0.066, -0.241, -0.192, 0.104, 0.101, 0.117, -0.224, 0.107, 0.120, -0.251, 0.067, 0.100, -0.118, -0.125, -0.256, 0.074, 0.106, -0.177, 0.110, 0.119, 0.117, 0.068, 0.070, 0.109, -0.080, 0.110, -0.201, 0.067, 0.076, -0.287, -0.204, 0.071, 0.125, 0.074, -0.094, 0.069, 0.111, 0.079, 0.108, 0.096, -0.106, -0.202, -0.255, -0.199, -0.238, 0.124, 0.118, 0.107, 0.102, 0.119, 0.138, -0.230, -0.117, 0.076, 0.074, 0.075, 0.078, 0.071, 0.107, 0.109, -0.267, -0.186, 0.067, 0.106, 0.066, -0.244, 0.072, -0.116, -0.246, 0.118, -0.184, 0.117, 0.102, 0.110, 0.068, -0.242, 0.118, -0.265, 0.128, -0.229, -0.182, 0.102, 0.123, 0.075]
}

---

2.
{
  "formula": "C64H137N9O8",
  "method": "ωB97M-V/def2-TZVPD",
  "relative_energy_kcal_mol": 115.4,
  "lumo_energy_ev": 0.43,
  "homo_lumo_gap_ev": 8.3,
  "smiles": "CC1(C)CCCC(C)(C)N1O.CC1(C)CCCC(C)(C)N1O.CC1(C)CCCC(C)(C)N1O.CC1(C)CCCC(C)(C)N1O.CC1(C)CCCC(C)(C)N1O.CC1(C)CCCC(C)(C)N1O.CC1(C)CCCC(C)(C)N1O.NC(N)=O",
  "e_homo_ev": -7.847,
  "energy_ev": -98367.8886,
  "species": ["N", "H", "C", "C", "H", "H", "H", "H", "C", "H", "H", "H", "H", "H", "H", "C", "C", "H", "C", "C", "H", "H", "H", "H", "H", "H", "H", "H", "H", "H", "H", "H", "H", "C", "H", "C", "H", "C", "H", "C", "C", "H", "H", "C", "H", "H", "C", "H", "H", "H", "H", "H", "H", "H", "N", "H", "C", "H", "H", "C", "C", "H", "H", "H", "H", "C", "H", "H", "H", "H", "C", "C", "H", "C", "H", "C", "C", "O", "C", "N", "C", "H", "N", "C", "H", "C", "H", "H", "H", "H", "H", "H", "H", "H", "C", "H", "N", "H", "H", "C", "O", "C", "C", "C", "C", "O", "H", "H", "C", "H", "H", "H", "C", "N", "H", "H", "H", "C", "H", "C", "H", "C", "C", "C", "H", "C", "O", "C", "H", "H", "C", "H", "H", "C", "H", "C", "H", "H", "H", "H", "H", "H", "H", "H", "O", "H", "H", "O", "H", "H", "H", "N", "H", "H", "C", "C", "H", "C", "C", "H", "C", "C", "H", "H", "N", "H", "H", "H", "H", "C", "H", "C", "O", "C", "H", "H", "H", "H", "H", "H", "H", "H", "H", "H", "C", "H", "H", "H", "H", "H", "H", "H", "C", "H", "H", "H", "H", "C", "C", "O", "C", "H", "C", "H", "H", "H", "C", "H", "H", "C", "H", "H", "H", "N", "C", "C", "H", "H"],
  "coordinates": [[-0.13, 3.22, -4.06], [-1.96, 5.84, -3.19], [-2.35, 7.21, 0.19], [3.70, -6.86, 1.36], [-0.57, 0.57, -1.06], [-4.86, -4.29, -0.95], [-1.57, 3.48, -7.14], [3.87, 0.89, 0.05], [-3.63, 2.56, 0.22], [-7.48, -1.06, 1.46], [-6.81, -2.92, -1.90], [-1.68, 7.99, 0.54], [4.39, 2.51, 5.53], [4.90, 4.99, 2.15], [-1.40, 4.31, 3.57], [-0.78, -1.22, 7.15], [6.65, 0.96, 2.38], [3.13, -7.64, -0.67], [0.94, -2.69, 5.37], [2.62, 3.41, 1.46], [-0.59, 6.34, 2.29], [-1.15, 7.05, -4.05], [3.88, 0.58, 4.15], [3.63, 4.22, 3.76], [-2.73, 3.73, -3.47], [-0.61, 5.45, 0.84], [-1.42, 0.12, -5.07], [0.16, -2.96, -4.03], [5.25, -1.32, 2.99], [-0.75, -0.17, 7.45], [2.15, -4.53, 5.16], [6.91, 1.15, 1.34], [2.44, -0.32, 0.09], [0.53, -0.34, 0.42], [5.69, 3.04, 4.39], [3.97, 3.03, 2.07], [3.62, -3.60, 2.38], [0.23, 4.00, -2.86], [3.72, -0.29, -6.80], [0.70, -1.39, 7.48], [3.55, -5.29, 1.05], [-3.36, 3.60, -5.13], [0.47, 1.44, -4.27], [-1.13, 5.97, -3.88], [-6.82, 0.11, -2.03], [2.46, -5.74, -1.92], [2.70, -1.23, -5.10], [3.50, -2.75, -6.39], [-3.19, -0.25, -1.35], [3.60, -5.03, 3.26], [-0.42, -3.60, -5.36], [1.85, 2.66, 1.66], [-0.62, -5.65, 1.26], [2.34, -0.03, -3.23], [1.54, 0.04, -0.20], [2.78, 2.71, 3.84], [-0.69, 3.82, -1.65], [-3.08, -1.62, -2.46], [1.40, 0.69, -0.96], [-4.00, -2.22, -0.73], [1.25, -2.63, 6.90], [-3.57, 1.56, 0.65], [1.07, 5.82, -3.68], [-4.65, 0.06, -3.30], [1.01, -4.47, 3.90], [1.16, -4.15, 4.93], [2.97, -1.91, 4.95], [-2.59, 2.13, -4.24], [1.20, -4.65, -1.94], [2.27, 3.90, -3.40], [-2.63, 3.21, -4.42], [-4.33, -3.59, -1.59], [1.57, -3.51, -6.77], [-3.71, -1.14, -1.71], [-4.92, -2.62, 1.69], [2.71, -1.02, -3.50], [-2.71, -2.51, 0.11], [1.26, 0.74, -5.63], [-1.04, 4.25, 2.55], [-5.19, -1.92, 0.10], [2.85, -7.75, 0.38], [5.07, -4.44, 2.54], [1.38, -0.69, -5.56], [1.63, -3.50, -5.68], [-1.89, 6.87, -0.74], [1.20, -5.81, -0.08], [-8.13, -0.07, 0.14], [1.04, -7.51, 1.34], [2.73, 3.56, 0.39], [5.66, 0.61, 4.65], [7.06, 1.82, 2.92], [-7.81, -2.96, -0.45], [3.32, -7.06, 2.36], [-4.86, -3.57, -2.55], [-4.92, -0.65, -2.52], [-0.61, -0.64, -3.72], [-3.21, 4.87, 0.64], [-4.40, 4.09, 3.30], [3.72, -0.93, -3.09], [3.86, -0.35, -5.72], [1.97, -3.60, 0.43], [-1.18, 5.59, 1.76], [-0.25, -5.44, 0.26], [-4.35, 3.36, 2.50], [3.72, 3.16, 3.51], [-0.93, -2.63, 3.95], [0.13, 6.04, -2.20], [-1.24, -2.17, -7.25], [-5.95, -0.25, -1.47], [-8.21, -1.91, -1.82], [-3.34, -4.00, -1.80], [0.44, -4.83, 5.39], [-1.30, 5.19, -5.15], [4.35, 1.68, 1.69], [-1.91, 2.36, 2.53], [0.09, 3.12, -6.56], [-0.54, -0.58, -7.48], [5.06, 4.05, 1.63], [0.88, -3.46, 7.49], [-2.70, -1.30, 5.74], [-5.56, 0.66, -1.01], [-0.96, -0.81, -4.74], [1.40, -7.27, 0.34], [-1.85, 3.17, 1.80], [-2.63, -1.72, 0.86], [-2.58, 6.07, 1.31], [-4.42, 5.25, 0.01], [0.16, 5.53, -3.16], [-0.27, 4.28, -0.76], [-1.80, -1.50, -4.62], [1.93, -1.78, 4.67], [2.93, -8.77, 0.74], [-3.16, -2.13, 6.27], [-0.97, 3.06, -6.33], [1.94, 2.84, -1.98], [1.43, -5.65, -1.57], [4.89, -0.67, -5.61], [-0.41, -4.38, 0.05], [-0.63, -1.86, 3.46], [-2.73, 7.30, 3.03], [-1.45, 0.97, 5.37], [4.72, -7.24, 1.26], [7.36, 0.19, 2.67], [-5.34, 3.07, 2.14], [-5.51, -2.91, 0.99], [3.40, -3.09, -4.65], [-1.25, 2.79, 0.97], [0.58, -0.99, 1.46], [1.63, 1.02, -6.47], [2.30, 4.42, 1.72], [-4.26, 7.15, 2.13], [-0.50, -2.39, 5.16], [5.07, 4.27, 0.56], [-0.96, 1.98, -6.18], [-7.39, -2.29, -1.21], [4.87, 1.03, 4.03], [5.50, -5.22, -0.13], [4.48, -4.85, -0.08], [-0.35, -1.56, -7.05], [-4.20, 5.17, -0.92], [-1.28, 3.66, -4.99], [-7.22, -0.42, 0.61], [0.80, -1.27, 8.56], [0.80, -6.26, -2.22], [2.16, -4.99, 0.74], [1.67, -0.72, 4.69], [6.05, 3.60, 1.77], [-0.61, 5.60, -5.88], [-1.78, -2.45, -0.47], [5.18, 0.80, 2.57], [1.51, -3.26, 1.20], [-3.29, 3.58, 1.35], [-0.19, 1.84, -3.69], [2.87, -2.65, -5.50], [4.43, -3.76, -0.17], [2.05, -1.75, -3.03], [2.32, -2.78, 7.04], [0.95, -7.94, -0.40], [-4.13, 2.48, 3.11], [-3.20, -0.47, 6.24], [1.94, -1.99, 3.60], [1.94, -4.49, -5.33], [-1.72, 4.17, -1.59], [5.11, -0.97, 1.30], [4.01, -4.62, 2.34], [0.35, -1.95, -7.79], [-3.12, -1.08, 4.75], [3.72, 0.64, -5.28], [1.32, -0.55, 7.19], [-6.79, 0.49, 1.04], [2.02, 4.52, -1.71], [3.66, -0.87, 2.29], [0.16, -1.45, -5.59], [-4.63, 2.72, -0.20], [-1.37, -0.36, 0.14], [-2.30, 5.48, -5.48], [-0.94, -5.92, -0.44], [1.71, 3.79, -2.47], [-0.78, 0.15, 5.11], [4.54, 1.52, 0.32], [4.73, -0.67, 2.28], [-2.76, -3.48, 0.60], [0.35, -2.87, -5.10], [-2.96, 2.67, -0.63], [-5.36, -1.46, -3.11], [0.13, 0.58, 5.52], [-3.39, 6.61, 2.49], [-0.85, -0.06, 4.04], [-0.75, 2.78, -1.31], [-6.42, -1.32, -0.49], [4.14, -5.42, -0.95], [-3.65, 5.92, 3.30], [-1.39, -1.94, 7.70], [-0.51, 0.06, -0.18], [-1.12, -1.17, 5.78], [4.74, 2.52, 4.50], [-0.03, 3.86, 2.58], [-3.33, 7.66, 0.00]],
  "lowdin_charge": [-0.054, 0.092, -0.006, -0.091, 0.106, 0.072, 0.097, 0.061, -0.047, 0.067, 0.057, 0.077, 0.109, 0.083, 0.107, -0.173, -0.051, 0.099, -0.452, -0.038, 0.114, 0.115, 0.104, 0.121, 0.063, 0.085, 0.062, 0.106, 0.085, 0.128, 0.076, 0.084, 0.117, -0.813, 0.101, -0.526, 0.056, -0.481, 0.079, -0.202, -0.493, 0.090, 0.029, -0.189, 0.118, 0.064, -0.443, 0.119, 0.105, 0.064, 0.121, 0.083, 0.090, 0.052, 0.216, 0.118, -0.048, 0.106, 0.110, -0.431, -0.151, 0.081, 0.117, 0.109, 0.066, -0.038, 0.090, 0.073, 0.070, 0.090, -0.006, -0.010, 0.101, -0.169, 0.107, -0.008, -0.025, -0.031, -0.148, -0.140, -0.179, 0.090, -0.075, -0.150, 0.057, -0.481, 0.073, 0.118, 0.058, 0.126, 0.076, 0.081, 0.104, 0.061, -0.159, 0.076, -0.110, 0.056, 0.076, -0.025, -0.032, -0.136, -0.027, -0.010, -0.175, 0.006, 0.106, 0.085, -0.168, 0.084, 0.063, 0.085, -0.150, -0.102, 0.105, 0.081, 0.073, -0.002, 0.120, -0.022, 0.094, -0.026, -0.158, -0.133, 0.076, -0.441, -0.012, -0.127, 0.066, 0.083, -0.034, 0.108, 0.083, -0.040, 0.059, -0.040, 0.086, 0.056, 0.062, 0.082, 0.086, 0.111, 0.088, 0.072, -0.001, 0.118, 0.087, 0.030, 0.113, 0.089, 0.084, -0.142, 0.076, 0.056, -0.018, -0.139, 0.083, -0.033, -0.031, 0.093, -0.478, -0.013, 0.116, 0.086, -0.067, 0.067, 0.071, 0.124, 0.075, -0.497, 0.069, -0.439, -0.061, -0.159, 0.081, 0.073, 0.117, 0.119, 0.069, 0.075, 0.055, 0.112, 0.059, 0.078, -0.043, 0.074, 0.071, 0.073, 0.110, 0.063, 0.078, 0.066, -0.496, 0.072, 0.079, 0.117, 0.085, -0.025, -0.024, 0.004, -0.028, 0.085, -0.139, 0.058, 0.098, 0.076, -0.028, 0.079, 0.052, -0.433, 0.058, 0.062, 0.137, 0.214, -0.522, -0.133, 0.083, 0.070]
}